(1)
Entry from the OMol25 dataset: a structure of composition C24H96AsF6O24 in a non-equilibrium geometry (ωB97M-V/def2-TZVPD).

The geometry in XYZ format:
```
151
Properties=species:S:1:pos:R:3:forces:R:3:lowdin_charge:R:1
As 0.618802 0.385643 0.196812 1.3 0.3 0.7 0.89
F 0.869368 2.153949 0.193559 0.2 -1.2 -0.6 -0.27
F -0.972606 0.793689 0.859449 0.3 -0.8 -0.6 -0.25
F 0.394059 -1.345993 0.400921 -0.3 1.1 -0.6 -0.24
F 2.304779 0.106094 -0.399338 -1.3 0.3 0.5 -0.28
F 1.248017 0.368883 1.856557 -0.2 0.3 -0.6 -0.26
F 0.114577 0.344347 -1.500865 -0.1 0.2 1.3 -0.24
C 3.094574 2.169464 -3.165445 -1.3 1.4 0.8 -0.12
O 3.591382 3.450095 -2.724183 0.2 -0.5 0.5 -0.13
H 2.599495 1.749115 -2.285221 -0.1 -0.3 -0.4 0.06
H 2.387119 2.302387 -3.995425 0.1 -0.2 0.3 0.09
H 3.899000 1.562168 -3.459902 1.1 -0.9 -0.5 0.05
H 3.404225 4.116630 -3.366915 -0.1 0.5 -0.7 0.07
C 0.982777 -5.012688 -3.259222 0.3 1.7 1.1 -0.10
O 0.000856 -4.364435 -2.397464 -0.2 -0.7 -0.5 -0.17
H 0.605747 -4.989027 -4.278314 0.3 -0.3 -0.2 0.08
H 1.885948 -4.373214 -3.131243 -0.3 -0.6 -0.6 0.07
H 1.240643 -6.015662 -2.900925 -0.4 0.1 -0.1 0.08
H -0.551129 -3.782731 -2.966879 0.5 -0.4 0.3 0.03
C 4.118524 -2.436299 2.493595 -0.4 -0.1 -0.1 -0.13
O 4.208546 -1.687111 3.700685 0.0 0.1 0.0 -0.15
H 4.064726 -1.854587 1.556582 0.2 0.1 0.6 0.08
H 4.983780 -3.090919 2.462734 0.2 0.0 -0.2 0.07
H 3.237770 -3.096886 2.496277 0.0 0.3 0.1 0.08
H 3.966586 -0.741687 3.620385 0.1 -0.4 -0.5 0.05
C -4.983635 -0.375152 1.984124 1.0 1.6 -0.8 -0.04
O -4.100350 0.826604 1.698230 -0.7 -1.6 0.4 -0.19
H -5.083903 -0.957825 1.077542 -0.1 0.0 -0.4 0.07
H -4.611067 -1.051577 2.726485 0.6 0.0 0.7 0.06
H -5.950228 0.018575 2.299668 0.2 0.1 -0.1 0.08
H -3.144970 0.605755 1.692128 -0.8 -0.3 0.0 0.06
C -3.180765 2.369653 4.121580 -0.6 -1.8 -0.4 -0.17
O -4.160722 3.067851 3.416777 -0.8 0.2 -0.8 -0.14
H -3.081796 2.853624 5.037339 0.6 1.0 1.6 0.06
H -3.518252 1.324447 4.399272 0.6 0.9 -0.6 0.10
H -2.239808 2.379207 3.565518 0.1 -0.3 0.2 0.05
H -4.326331 2.518639 2.632141 -0.1 0.1 0.2 0.02
C 0.363952 6.314234 0.750502 -0.9 -1.0 0.2 -0.15
O -1.016800 6.763779 0.823430 0.3 -0.5 -0.3 -0.16
H 0.937031 6.914242 0.044138 0.0 0.0 0.1 0.07
H 0.837807 6.348350 1.758514 -0.5 0.2 -0.6 0.07
H 0.422802 5.238152 0.430985 0.0 0.9 0.1 0.07
H -1.630700 6.142510 0.346611 1.1 0.4 0.6 0.04
C 3.524721 4.772222 0.871604 0.4 -1.0 -1.1 -0.15
O 3.360082 5.322045 -0.439636 -0.4 1.2 0.8 -0.14
H 4.619324 4.665430 1.001070 -0.5 0.0 0.6 0.07
H 3.052221 5.359606 1.669473 0.2 0.1 -0.5 0.07
H 3.055072 3.773795 0.826703 0.2 0.2 0.6 0.07
H 3.288996 4.595569 -1.049673 0.0 -0.6 -0.5 0.02
C -5.880597 3.342236 0.329224 1.3 -0.2 -0.2 -0.08
O -5.271027 4.323198 -0.625198 -0.7 -0.5 1.2 -0.15
H -5.132726 2.543948 0.593119 -0.5 0.8 -0.7 0.05
H -6.084693 3.800003 1.293790 -0.4 0.3 -0.1 0.08
H -6.763049 2.841755 -0.100542 0.3 0.5 0.0 0.09
H -5.479360 5.233681 -0.334437 -0.2 -0.9 -0.1 0.10
C 0.487101 3.281596 3.548765 -0.3 -0.4 -0.3 -0.14
O 1.741390 3.341261 4.269868 -1.4 -0.5 0.0 -0.12
H 0.038966 2.268116 3.605857 0.1 0.5 0.5 0.07
H -0.229647 4.075025 3.822756 0.3 -0.4 0.4 0.09
H 0.615398 3.381464 2.484829 0.7 0.3 -0.5 0.04
H 1.498205 2.852412 5.074448 0.7 0.3 -0.2 0.09
C 4.728210 2.074195 3.289192 -0.7 1.7 1.0 -0.14
O 3.876266 0.972010 3.199524 -1.1 -0.1 -1.5 -0.13
H 5.633539 1.743258 3.735019 1.0 -0.2 0.2 0.07
H 4.917640 2.679416 2.376928 -0.1 -0.8 0.1 0.07
H 4.220508 2.747772 4.002235 0.6 0.3 -0.2 0.08
H 3.073613 1.314102 2.753486 0.2 -0.7 0.4 0.08
C 1.997119 -1.559508 -3.354699 1.0 0.0 -0.4 -0.13
O 2.573946 -2.094775 -2.181693 0.5 -0.9 -0.7 -0.13
H 0.936772 -1.501434 -3.238139 -0.7 0.6 -0.1 0.05
H 2.491671 -0.624612 -3.697891 -0.6 -0.1 0.5 0.08
H 2.196483 -2.253635 -4.171783 0.0 -0.3 0.1 0.08
H 2.454473 -1.511105 -1.444176 -0.2 0.7 0.6 0.03
C 5.624744 -1.906473 -2.003614 0.1 0.2 0.6 -0.19
O 5.218421 -3.181238 -2.454357 -0.6 0.0 0.2 -0.14
H 5.146630 -1.101944 -2.556646 0.1 0.2 -0.4 0.06
H 5.372284 -1.676333 -0.945275 0.2 -0.5 -0.3 0.07
H 6.713210 -1.852939 -2.112276 -0.2 0.1 0.0 0.08
H 4.239384 -3.189507 -2.402909 0.6 0.1 0.0 0.05
C -2.629918 -3.627728 -4.804177 0.1 0.7 -0.3 -0.10
O -1.525414 -2.882105 -4.241751 -0.5 -1.1 -0.1 -0.15
H -2.851717 -3.240658 -5.830891 0.2 -0.5 0.7 0.09
H -2.265497 -4.670171 -4.854366 -0.6 0.5 0.0 0.09
H -3.556795 -3.495590 -4.199603 0.7 -0.3 -0.2 0.08
H -1.551442 -1.984088 -4.543289 0.1 0.9 -0.1 0.05
C -0.378854 -6.365800 0.557745 -1.5 -1.7 0.7 -0.15
O -0.363832 -6.856430 -0.787189 0.1 -0.1 1.1 -0.13
H 0.550424 -5.955474 0.915668 0.3 0.8 -0.3 0.07
H -1.287267 -5.751515 0.762138 0.9 0.1 -0.2 0.06
H -0.521295 -7.241907 1.245756 0.0 0.4 -0.8 0.08
H -0.342772 -6.085064 -1.347728 0.0 0.7 -0.5 0.01
C -0.534920 -1.443241 3.739158 1.0 0.6 0.4 -0.16
O -1.567214 -0.460645 3.903011 0.3 -0.5 0.2 -0.13
H -0.490912 -1.756358 2.693059 0.2 -0.2 0.2 0.06
H 0.478734 -1.054990 4.061131 -1.0 -0.3 -0.5 0.10
H -0.760181 -2.270972 4.402060 -0.1 -0.1 -0.1 0.07
H -1.317685 0.235965 3.303159 0.0 0.6 -0.3 0.01
C -4.300585 -5.489279 -0.922781 -0.2 0.1 0.3 -0.13
O -4.954786 -4.342875 -0.360496 0.7 0.2 -0.7 -0.15
H -5.054929 -6.248260 -1.155250 0.3 0.0 0.0 0.08
H -3.722479 -5.233411 -1.801149 -0.2 0.2 -0.6 0.07
H -3.539552 -5.888919 -0.260569 -0.1 -0.2 0.5 0.06
H -4.612677 -3.588469 -0.892773 -0.3 -0.1 0.5 0.05
C -3.934019 1.317420 -2.080547 0.3 0.3 -0.7 -0.10
O -4.400074 0.349672 -3.083655 0.8 1.0 -0.2 -0.15
H -4.168900 2.354746 -2.382942 0.3 -0.5 -0.1 0.09
H -4.439277 1.182374 -1.129783 -0.2 -0.6 -0.1 0.06
H -2.844828 1.208123 -1.923385 -0.4 0.2 0.0 0.07
H -3.989060 0.621816 -3.945373 -0.6 -0.4 1.3 0.08
C 4.332775 -4.686698 5.237449 -0.7 0.7 -2.3 -0.20
O 3.947636 -3.481648 5.831031 0.3 0.8 0.3 -0.15
H 4.138097 -5.529256 5.884172 0.2 -0.1 0.3 0.07
H 3.723253 -4.798361 4.295150 0.3 -0.5 0.7 0.08
H 5.354739 -4.627272 4.839910 0.2 -0.4 0.6 0.07
H 4.158811 -2.759468 5.188304 -0.4 -0.5 0.5 0.05
C -2.714378 -3.248246 2.255198 0.0 -0.3 -0.6 -0.16
O -3.890471 -4.015359 2.409935 0.0 0.3 0.5 -0.10
H -2.354988 -3.109441 3.258200 0.3 0.4 0.1 0.06
H -1.968741 -3.779456 1.662838 0.3 -0.3 0.1 0.07
H -2.823279 -2.295978 1.703193 -0.4 -0.1 0.6 0.06
H -4.371774 -4.018725 1.590148 -0.4 -0.2 -0.9 0.02
C -0.078453 3.951710 -2.964607 -0.8 1.4 0.8 -0.15
O -1.400444 3.611992 -2.644573 -1.1 -0.7 -0.6 -0.14
H 0.003865 3.728992 -4.005157 0.6 -0.2 -0.8 0.06
H 0.083566 5.053955 -2.822930 0.2 -0.9 0.0 0.10
H 0.560309 3.355160 -2.340647 0.9 -0.1 0.1 0.05
H -1.773208 4.109223 -1.914684 0.2 0.3 0.6 0.03
C -2.249467 3.516232 0.697399 -0.2 -0.1 -0.5 -0.10
O -2.489712 4.579962 -0.209305 -0.4 0.8 -1.2 -0.17
H -2.792805 2.617700 0.339922 0.8 0.2 0.3 0.07
H -1.154629 3.413065 0.761819 -0.6 -0.4 0.0 0.07
H -2.677400 3.833335 1.623984 0.0 -0.2 1.0 0.07
H -3.451931 4.637513 -0.396991 0.4 -0.3 0.2 0.06
C -2.280077 -2.054410 -1.322326 -1.2 -0.4 -1.2 -0.09
O -3.643334 -2.202681 -1.754457 -0.9 0.1 -0.3 -0.16
H -2.300456 -1.711250 -0.307556 0.6 0.5 0.4 0.05
H -1.897135 -3.057348 -1.409683 0.6 -0.2 0.4 0.07
H -1.774259 -1.447602 -2.069444 0.4 0.3 0.5 0.07
H -4.004027 -1.385358 -2.152172 0.4 -0.3 0.2 0.06
C -1.579841 0.956401 -5.347973 0.3 2.1 -1.2 -0.19
O -0.746972 0.379920 -4.410088 0.5 -0.4 0.7 -0.10
H -0.953613 1.101585 -6.233152 -0.2 -0.1 -0.2 0.08
H -2.372347 0.300371 -5.627527 -1.0 -0.5 -0.2 0.05
H -1.978837 2.005732 -5.159748 0.4 -1.3 0.5 0.11
H -1.009820 0.617776 -3.524800 0.0 0.2 0.6 0.04
C 6.457093 1.487387 -0.344213 -1.2 0.4 -0.5 -0.18
O 7.582259 0.990988 0.346032 -0.1 0.3 0.3 -0.11
H 5.560822 0.919160 -0.100292 -0.1 -0.3 -0.1 0.07
H 6.153343 2.532328 -0.173358 0.6 0.0 0.5 0.07
H 6.570904 1.464787 -1.432386 0.5 -0.5 0.2 0.08
H 7.297508 0.844161 1.262000 0.2 0.0 -0.4 0.08
```
Positions in Å, forces in eV/Å.

Strongest force on any atom   2.49 eV/Å
Total charge   -1
Frontier orbital gap   9.31 eV
ΔE to the lowest compared entry with this formula, charge and spin   0.0 kcal per mole

=====

(2)
Entry from the OMol25 dataset: an isolated molecule of C5H7NOS in a non-equilibrium geometry (ωB97M-V/def2-TZVPD).

The geometry in XYZ format:
```
15
Properties=species:S:1:pos:R:3:forces:R:3:nbo_charge:R:1
C 0.415639 -1.063717 -0.425742 0.4 -1.2 -0.2 0.41
C -1.503587 0.600171 0.248761 -1.3 -0.3 0.1 -0.52
C -0.265774 0.840088 1.057764 0.8 -0.3 0.5 -0.25
C 0.584667 2.050242 0.638480 1.5 0.1 1.5 -0.21
C 0.917982 -0.049795 0.568875 -1.1 0.8 0.0 -0.15
H -2.447784 0.645302 0.840669 0.7 -0.6 -0.3 0.23
H -1.606865 1.411761 -0.431142 -0.1 0.5 -0.9 0.22
H -0.457900 0.786896 2.126200 0.0 0.0 0.0 0.22
H 0.218200 2.801457 -0.035024 -0.6 0.2 -0.3 0.19
H 0.996193 2.580998 1.552667 -0.3 -0.5 -1.0 0.18
H 2.515487 1.261966 0.300777 0.2 0.0 -0.1 0.37
H 1.462011 -0.609307 1.312619 0.3 0.0 0.4 0.22
N 1.565013 1.138122 -0.010159 0.0 0.1 0.0 -0.60
O 1.086133 -1.959086 -0.878288 -0.2 0.5 0.0 -0.53
S -1.326066 -0.964698 -0.693636 -0.3 0.6 0.3 0.23
```
Positions in Å, forces in eV/Å.

Strongest force on any atom   2.10 eV/Å
Total charge   0
Frontier orbital gap   9.82 eV
ΔE to the lowest compared entry with this formula, charge and spin   30.2 kcal per mole

=====

(3)
Entry from the OMol25 dataset: a cluster of 2 separate species, C12H19NO2 in total in a non-equilibrium geometry (ωB97M-V/def2-TZVPD).

The geometry in XYZ format:
```
34
Properties=species:S:1:pos:R:3:forces:R:3:nbo_charge:R:1
C -2.714346 -0.951443 2.058517 0.0 1.0 0.9 -0.63
C -1.011540 -1.724167 0.462043 1.1 0.3 0.1 -0.20
C -1.307859 -1.383196 1.781497 -0.3 -0.1 -0.5 -0.04
C 0.245924 -2.177749 0.100410 -0.1 -0.2 -0.3 -0.25
C 1.248277 -2.359361 1.049909 -1.3 0.5 -0.6 0.27
C -0.301839 -1.498337 2.727039 -0.3 0.2 -0.5 -0.21
C 0.939370 -1.994244 2.346636 0.8 -0.9 0.9 -0.26
O 2.516346 -2.706145 0.678466 0.5 -0.3 0.5 -0.69
H -1.617898 -1.401921 -0.365330 -0.7 -0.3 0.0 0.21
H 0.432448 -2.304131 -0.956889 0.3 -0.1 0.0 0.24
H -2.819814 -0.349091 2.970560 0.3 -0.1 0.0 0.21
H -3.385350 -1.795057 2.213948 -0.1 0.0 -0.4 0.22
H -0.495742 -1.122127 3.723978 0.1 -0.4 0.2 0.21
H 2.538494 -3.517885 0.159087 -0.2 0.2 0.0 0.49
H 1.653651 -2.307078 3.101785 0.2 0.6 0.1 0.22
H -3.037758 -0.275277 1.265229 -0.4 -0.4 -0.2 0.21
C 0.974748 1.173570 0.040621 0.9 -1.6 0.8 -0.23
C 2.510775 1.185917 -0.178008 -1.3 1.1 0.3 -0.61
C -0.912421 2.657913 -0.849868 0.5 0.2 1.1 -0.41
C -0.552804 1.545228 -3.423887 -0.4 0.0 -0.7 -0.73
C 0.175067 1.056518 -2.210274 0.9 -1.1 0.7 0.69
O 0.679637 -0.062791 -2.273195 -0.1 0.7 -0.1 -0.64
N 0.284320 1.826711 -1.044590 -1.4 -0.8 -1.9 -0.46
H 0.834735 0.083013 0.104356 -0.8 0.4 -0.6 0.22
H 0.568678 1.457468 1.016214 0.5 0.9 -0.2 0.20
H 2.783040 2.208311 -0.449507 0.5 -0.1 0.2 0.20
H 2.676553 0.534109 -1.029460 0.4 -0.1 0.1 0.23
H -1.086064 2.794460 0.220525 0.2 0.1 -0.1 0.21
H 0.097145 1.529915 -4.292471 0.7 0.6 0.2 0.25
H 2.985298 0.831854 0.735676 0.3 0.0 -0.2 0.21
H -0.746052 3.627433 -1.311641 -0.3 0.1 0.0 0.20
H -1.825463 2.191094 -1.212324 0.0 0.0 -0.3 0.19
H -1.209068 0.763757 -3.778145 -0.6 -0.4 0.5 0.25
H -1.120503 2.462729 -3.380895 0.2 0.3 0.1 0.22
```
Positions in Å, forces in eV/Å.

Strongest force on any atom   2.49 eV/Å
Total charge   0
Frontier orbital gap   9.32 eV
ΔE to the lowest compared entry with this formula, charge and spin   16.5 kcal per mole